Entry from the Open Molecules 2025 dataset: a gas-phase ion, C5H8N (charge +1) (ωB97M-V/def2-TZVPD).

Positions of all 14 atoms, in Å:
N 1.540 -0.140 -0.485
C -0.560 -0.103 0.136
C 2.522 0.488 -0.104
C 0.074 -0.146 1.306
C 0.429 -0.593 -0.779
C -1.995 0.191 -0.120
H 0.265 -1.259 -1.551
H -0.501 0.236 2.180
H -2.143 0.295 -1.225
H 2.998 1.332 -0.789
H 2.979 0.358 0.825
H -2.076 1.228 0.318
H -2.612 -0.533 0.446
H 0.886 -0.766 1.625

Charge = +1
Energy above the lowest of the compared OMol25 structures with the same formula, charge and spin = 3.723 eV
Orbital gap = 9.4 eV
SMILES = C=[N+]=CC(=C)C
Total energy = -6794.365 eV